--- w ---
A cluster of 2 separate species, CH6OS2 in total. Source: the Open Molecules 2025 dataset; level of theory: the ωB97M-V functional and the def2-TZVPD basis.

Each line ends with the Mulliken charge.
Geometry (Å):
C1 0.00 0.00 0.00  -0.75
S1 -1.71 0.58 0.38  -0.05
S2 -2.44 -0.73 1.72  -0.19
H1 -0.09 -1.05 -0.33  0.29
H2 0.63 0.03 0.91  0.28
H3 0.50 0.58 -0.79  0.29
H4 -3.04 -1.60 0.88  0.16
O1 -1.97 4.23 1.39  -0.64
H5 -2.20 3.48 0.79  0.31
H6 -1.00 4.14 1.55  0.32

Kohn-Sham gap	9.91	eV
structure (SMILES)	CSS.O
LUMO	0.49	eV
charge	0

--- x ---
A cluster of 2 separate species, CH6OS2 in total. Source: the Open Molecules 2025 dataset; level of theory: the ωB97M-V functional and the def2-TZVPD basis.

Each line ends with the Mulliken charge.
Geometry (Å):
C1 -1.29 -0.07 -1.09  -0.76
S1 0.25 0.33 -1.89  -0.03
S2 0.91 1.75 -0.53  -0.22
H1 -1.10 -0.55 -0.14  0.24
H2 -1.91 -0.75 -1.67  0.29
H3 -1.87 0.80 -0.83  0.33
H4 2.15 1.27 -0.33  0.15
O1 1.00 -1.33 2.08  -0.62
H5 0.20 -0.82 2.25  0.31
H6 1.67 -0.64 2.15  0.31

Kohn-Sham gap	9.02	eV
structure (SMILES)	CSS.O
LUMO	0.38	eV
charge	0

--- y ---
A cluster of 3 separate species, CH6OS2 in total. Source: the Open Molecules 2025 dataset; level of theory: the ωB97M-V functional and the def2-TZVPD basis.

Each line ends with the Mulliken charge.
Geometry (Å):
C1 -2.07 -0.46 -0.48  -0.50
S1 -1.39 0.86 0.42  0.04
S2 2.09 0.19 0.73  -0.35
H1 -0.05 0.48 0.46  0.01
H2 -2.48 -0.23 -1.48  0.32
H3 -2.62 -1.21 0.03  0.32
H4 1.89 1.22 1.58  0.12
H5 1.24 -1.25 -1.17  0.29
H6 -0.25 -1.10 -1.14  0.29
O1 0.45 -1.48 -1.67  -0.55

Kohn-Sham gap	5.25	eV
LUMO	-3.78	eV
charge	0

Relative energy table, unit eV: w 0.000; x 0.109; y 4.514

--- w ---
The molecule C11H20N2O5. Source: the Open Molecules 2025 dataset; level of theory: the ωB97M-V functional and the def2-TZVPD basis.

Each line ends with the Mulliken charge.
Geometry (Å):
C1 -1.53 -1.61 3.37  -1.81
C2 -1.11 -0.92 2.15  1.37
C3 0.33 -1.10 1.93  -0.94
C4 -1.62 0.50 2.19  -1.55
C5 -1.62 1.21 0.81  0.77
N1 -2.55 0.52 -0.09  -0.66
C6 -0.22 1.33 0.18  -0.50
O1 0.63 2.06 0.79  -0.64
N2 -0.15 0.78 -1.07  0.19
C7 0.83 0.90 -2.07  0.01
C8 1.47 -0.51 -2.51  -0.90
C9 2.11 -1.19 -1.28  -0.71
C10 3.34 -0.40 -0.82  0.39
O2 4.53 -0.63 -1.07  -0.64
O3 2.97 0.51 0.07  -0.48
C11 0.18 1.59 -3.27  -0.06
O4 0.03 2.75 -3.38  -0.52
O5 0.04 0.67 -4.23  -0.40
H1 -0.79 -1.40 4.20  0.34
H2 -1.41 -2.69 3.28  0.39
H3 -2.51 -1.41 3.83  0.40
H4 -1.63 -1.38 1.25  0.24
H5 0.58 -0.76 0.88  1.04
H6 0.91 -0.33 2.53  0.32
H7 0.59 -2.14 1.89  0.49
H8 -1.07 1.23 2.80  0.36
H9 -2.72 0.48 2.65  0.33
H10 -2.10 2.16 1.09  0.30
H11 -3.05 -0.17 0.45  0.21
H12 -3.25 1.07 -0.53  0.19
H13 -0.90 0.21 -1.33  0.46
H14 1.62 1.57 -1.71  0.71
H15 0.62 -1.16 -2.84  0.42
H16 2.15 -0.32 -3.37  0.40
H17 1.38 -0.89 -0.55  -0.78
H18 2.25 -2.21 -1.53  0.53
H19 2.03 0.45 0.26  0.33
H20 -0.37 1.25 -4.92  0.37

Kohn-Sham gap	10.24	eV
structure (SMILES)	CC(C)C[C@H](N)C(=O)N[C@@H](CCC(=O)O)C(=O)O
LUMO	0.34	eV
charge	0

--- x ---
The molecule C11H20N2O5. Source: the Open Molecules 2025 dataset; level of theory: the ωB97M-V functional and the def2-TZVPD basis.

Each line ends with the Mulliken charge.
Geometry (Å):
C1 4.28 0.40 0.00  -1.52
C2 3.27 -0.48 0.71  0.79
C3 3.87 -1.84 0.88  -1.69
C4 1.92 -0.59 -0.08  -1.07
C5 0.90 0.53 0.14  0.26
N1 -0.28 0.34 -0.69  -0.02
C6 -1.16 -0.60 -0.23  0.20
O1 -1.12 -1.06 0.92  -0.63
C7 -2.32 -0.88 -1.14  -0.22
N2 -3.14 -1.87 -0.46  -0.71
C8 -3.19 0.39 -1.39  -0.88
C9 -4.36 0.58 -0.39  -0.55
C10 -3.99 0.87 1.06  0.42
O2 -4.40 0.27 2.04  -0.59
O3 -3.08 1.83 1.09  -0.41
C11 1.45 1.86 -0.21  0.07
O4 1.39 2.22 -1.34  -0.59
O5 1.96 2.66 0.72  -0.48
H1 5.21 0.47 0.48  0.48
H2 4.51 -0.13 -0.96  0.35
H3 3.94 1.38 -0.36  0.32
H4 3.06 0.01 1.69  0.23
H5 3.22 -2.58 1.39  0.40
H6 4.81 -1.85 1.49  0.41
H7 4.17 -2.24 -0.08  0.38
H8 2.17 -0.55 -1.13  0.32
H9 1.48 -1.60 0.00  0.51
H10 0.64 0.62 1.21  0.51
H11 -0.23 0.81 -1.62  0.36
H12 -2.04 -1.31 -2.11  0.47
H13 -2.67 -2.80 -0.43  0.31
H14 -3.30 -1.65 0.51  0.26
H15 -3.70 0.22 -2.34  0.39
H16 -2.52 1.24 -1.56  0.49
H17 -4.88 1.48 -0.86  0.38
H18 -5.05 -0.28 -0.51  0.36
H19 -2.80 2.00 2.02  0.35
H20 1.98 2.14 1.54  0.40

Kohn-Sham gap	9.71	eV
structure (SMILES)	CC(C)C[C@H](NC(=O)[C@@H](N)CCC(=O)O)C(=O)O
LUMO	0.38	eV
charge	0

Relative energy table, unit eV: w 1.412; x 0.000

--- w ---
The molecule C3H2FN3S. Source: the Open Molecules 2025 dataset; level of theory: the ωB97M-V functional and the def2-TZVPD basis.

Each line ends with the Mulliken charge.
Geometry (Å):
F1 -0.85 -2.25 0.44  -0.20
C1 -0.44 -1.14 -0.19  0.59
N1 -0.75 -1.17 -1.47  -0.30
N2 -0.28 -0.03 -2.04  -0.49
N3 0.09 0.75 -1.14  0.22
C2 -0.06 0.14 0.13  0.13
C3 0.39 0.69 1.52  -0.35
S1 0.72 -0.53 2.70  -0.19
H1 0.74 1.61 -1.53  0.34
H2 0.44 1.92 1.58  0.26

Kohn-Sham gap	7.94	eV
structure (SMILES)	Fc1nn[nH]c1C=S
LUMO	-1.35	eV
charge	0

--- x ---
The molecule C3H2FN3S. Source: the Open Molecules 2025 dataset; level of theory: the ωB97M-V functional and the def2-TZVPD basis.

Each line ends with the Mulliken charge.
Geometry (Å):
F1 1.56 -2.11 0.21  -0.26
C1 0.80 -1.07 0.06  0.47
C2 -0.40 -0.96 0.78  0.11
N1 -1.22 0.02 0.70  -0.37
C3 -0.82 1.01 -0.12  0.11
S1 -1.84 2.31 -0.49  -0.33
N2 0.48 1.01 -0.66  0.19
N3 1.28 -0.06 -0.58  -0.58
H1 -0.53 -1.72 1.57  0.38
H2 0.68 1.57 -1.46  0.28

Kohn-Sham gap	7.36	eV
structure (SMILES)	Fc1cnc(=S)[nH]n1
LUMO	-1.34	eV
charge	0

Relative energy table, unit eV: w 2.014; x 0.000

--- w ---
A cluster of 2 separate species, C7H12N2O in total. Source: the Open Molecules 2025 dataset; level of theory: the ωB97M-V functional and the def2-TZVPD basis.

Each line ends with the Mulliken charge.
Geometry (Å):
C1 -5.01 -1.76 0.43  0.00
C2 -4.03 -1.08 0.22  -0.06
C3 -2.86 -0.23 -0.04  -0.99
N1 -1.57 -0.67 0.46  -0.32
C4 -0.98 -1.92 -0.06  1.72
C5 -1.48 -3.18 0.68  -1.46
C6 -1.21 -2.05 -1.57  -1.74
C7 0.50 -1.79 0.17  -0.31
N2 1.63 -1.89 0.41  -0.59
H1 -5.84 -2.43 0.61  0.41
H2 -3.05 0.76 0.41  0.38
H3 -2.79 -0.05 -1.13  0.30
H4 -1.58 -0.69 1.48  0.33
H5 -0.96 -4.07 0.31  0.40
H6 -1.30 -3.09 1.76  0.38
H7 -2.55 -3.29 0.50  0.33
H8 -2.27 -2.24 -1.77  0.37
H9 -0.90 -1.14 -2.10  0.41
H10 -0.63 -2.90 -1.96  0.46
O1 2.26 1.00 0.47  -0.68
H11 1.40 0.92 0.94  0.30
H12 2.72 0.11 0.55  0.36

Kohn-Sham gap	10.56	eV
structure (SMILES)	C#CCNC(C)(C)C#N.O
LUMO	0.63	eV
charge	0

--- x ---
A structure of composition C7H12N2O. Source: the Open Molecules 2025 dataset; level of theory: the ωB97M-V functional and the def2-TZVPD basis.

Each line ends with the Mulliken charge.
Geometry (Å):
C1 1.23 -0.99 -2.64  -0.97
C2 0.90 1.15 -1.92  -0.82
C3 0.64 0.86 -0.49  -0.71
C4 -0.71 0.45 -0.15  -0.21
C5 -1.02 -0.04 1.32  0.25
C6 -1.25 -1.20 1.82  -0.38
C7 -0.94 0.29 3.41  -0.16
H1 1.12 -1.53 -3.82  0.19
H2 2.26 -0.87 -2.31  0.40
H3 1.01 -1.48 -1.82  0.49
H4 0.41 2.39 -2.37  0.26
H5 1.67 1.65 -2.15  0.60
H6 1.02 -0.09 0.03  0.26
H7 0.91 1.62 0.17  0.50
H8 -1.26 1.32 -0.20  0.25
H9 -0.84 -0.55 -1.19  0.14
H10 -1.50 -1.89 1.09  0.46
H11 -1.56 -1.83 3.89  0.30
H12 -0.57 0.67 4.61  0.25
N1 -1.26 -0.99 3.17  -0.17
N2 -0.73 0.89 2.22  -0.58
O1 0.46 0.17 -2.67  -0.35

Kohn-Sham gap	9.69	eV
LUMO	0.68	eV
charge	0

Relative energy table, unit eV: w 0.000; x 5.859

--- w ---
The molecule C4H9N7. Source: the Open Molecules 2025 dataset; level of theory: the ωB97M-V functional and the def2-TZVPD basis.

Each line ends with the Mulliken charge.
Geometry (Å):
H1 -2.09 -2.25 -0.62  0.21
N1 -1.59 -1.27 -0.85  -0.68
C1 -2.13 -0.48 -0.05  0.45
N2 -3.12 -0.62 1.02  -0.60
N3 -1.52 0.76 0.12  -0.24
C2 -0.65 1.65 -0.65  -0.96
C3 0.66 1.84 -0.08  -0.22
C4 1.37 0.50 0.10  0.26
N4 2.47 0.41 0.80  -0.41
N5 2.90 -0.86 0.48  -0.31
N6 2.04 -1.56 -0.23  -0.50
N7 1.10 -0.68 -0.55  0.40
H2 -3.79 0.16 0.84  0.28
H3 -3.68 -1.46 0.84  0.29
H4 -2.15 1.37 0.90  0.25
H5 -1.12 2.58 -0.73  0.45
H6 -0.62 1.10 -1.65  0.40
H7 1.16 2.52 -0.81  0.27
H8 0.66 2.41 0.79  0.33
H9 0.12 -0.78 -1.03  0.32

Kohn-Sham gap	9.94	eV
structure (SMILES)	[H]/N=C(\N)NCCc1nnn[nH]1
LUMO	0.22	eV
charge	0

--- x ---
A cluster of 2 separate species, C4H9N7 in total. Source: the Open Molecules 2025 dataset; level of theory: the ωB97M-V functional and the def2-TZVPD basis.

Each line ends with the Mulliken charge.
Geometry (Å):
C1 -1.21 1.54 1.94  -1.32
C2 -0.07 1.20 1.12  0.15
C3 -0.06 1.60 -0.20  0.50
N1 0.95 1.21 -1.05  -0.03
N2 0.75 1.79 -2.13  -0.44
N3 -0.32 2.66 -2.04  -0.40
N4 -0.86 2.50 -0.92  -0.13
H1 -2.19 1.65 1.46  0.35
H2 -1.08 2.47 2.37  0.45
H3 -1.43 0.92 2.84  0.36
H4 0.81 0.76 1.52  0.32
N5 -0.15 -1.20 0.56  -0.53
C4 0.60 -1.95 -0.21  0.57
N6 0.22 -3.22 -0.70  -0.51
N7 1.67 -1.46 -0.86  -0.58
H5 -0.90 -1.45 1.16  0.13
H6 0.50 -3.35 -1.68  0.21
H7 -0.70 -3.46 -0.44  0.22
H8 1.75 -1.86 -1.78  0.25
H9 1.73 -0.36 -0.94  0.41

Kohn-Sham gap	8.11	eV
structure (SMILES)	CC=C1N=NN=N1.N=C(N)N
LUMO	-1.12	eV
charge	0

Relative energy table, unit eV: w 0.000; x 0.791

--- w ---
A cluster of 2 separate species, C3H11O in total. Source: the Open Molecules 2025 dataset; level of theory: the ωB97M-V functional and the def2-TZVPD basis.

Each line ends with the Mulliken charge.
Geometry (Å):
O1 2.93 -0.52 1.24  -0.41
H1 2.23 -1.20 1.32  0.46
H2 2.95 0.04 2.04  0.47
H3 2.81 -0.01 0.41  0.46
C1 0.03 0.06 0.28  -1.09
C2 -1.41 0.41 -0.06  -0.33
C3 -1.71 0.08 -1.50  -1.20
H4 0.73 0.67 -0.31  0.29
H5 0.26 0.19 1.34  0.38
H6 0.22 -1.00 0.06  0.39
H7 -2.07 -0.18 0.58  0.30
H8 -1.64 1.46 0.18  0.31
H9 -2.76 0.20 -1.76  0.33
H10 -1.43 -0.96 -1.67  0.32
H11 -1.16 0.76 -2.15  0.31

Kohn-Sham gap	9.87	eV
LUMO	-5.15	eV
charge	+1

--- x ---
A cluster of 2 separate species, C3H11O in total. Source: the Open Molecules 2025 dataset; level of theory: the ωB97M-V functional and the def2-TZVPD basis.

Each line ends with the Mulliken charge.
Geometry (Å):
O1 2.83 0.51 1.26  -0.34
H1 2.46 -0.39 1.16  0.46
H2 3.54 0.62 1.92  0.45
H3 2.24 1.29 1.12  0.44
C1 -0.36 0.53 0.44  -0.90
C2 -1.51 0.13 -0.49  -0.44
C3 -1.17 -1.08 -1.39  -1.12
H4 0.40 1.03 -0.16  0.27
H5 -0.73 1.07 1.31  0.35
H6 0.01 -0.44 0.79  0.22
H7 -2.39 -0.13 0.11  0.31
H8 -1.87 0.90 -1.16  0.35
H9 -1.98 -1.13 -2.12  0.32
H10 -1.19 -2.00 -0.82  0.34
H11 -0.26 -0.91 -1.96  0.31

Kohn-Sham gap	9.70	eV
LUMO	-5.18	eV
charge	+1

--- y ---
A cluster of 2 separate species, C3H11O in total. Source: the Open Molecules 2025 dataset; level of theory: the ωB97M-V functional and the def2-TZVPD basis.

Each line ends with the Mulliken charge.
Geometry (Å):
O1 -0.75 -2.77 1.18  -0.36
H1 -0.44 -3.21 1.99  0.45
H2 -0.44 -3.06 0.30  0.45
H3 -1.22 -1.93 1.00  0.44
C1 -0.76 0.78 -1.20  -0.60
C2 0.35 1.58 -0.55  -0.13
C3 1.25 0.77 0.38  -1.09
H4 -1.02 -0.07 -0.54  -0.24
H5 -1.72 1.28 -1.32  0.36
H6 -0.54 0.40 -2.20  0.31
H7 1.01 2.19 -1.17  0.34
H8 -0.13 2.34 0.09  0.20
H9 1.99 1.43 0.83  0.34
H10 1.68 -0.13 -0.06  0.32
H11 0.73 0.40 1.27  0.23

Kohn-Sham gap	9.00	eV
LUMO	-5.40	eV
charge	+1

Relative energy table, unit eV: w 0.000; x 0.195; y 0.638